Record 1
DFT (ωB97M-V/def2-TZVPD) results for one molecule with the formula C2H7NOS in a non-equilibrium geometry.

Values from the calculation:
LUMO (alpha / beta)	0.8657 / -2.6512	eV
⟨S²⟩	2.01
electronic energy	-608.333124	hartree
gap between HOMO and LUMO (alpha / beta)	6.0 / 7.3	eV

Geometry as ORCA input:
```
! RIJCOSX wB97M-V def2-TZVPD def2/J DEFGRID3
* xyz 0 3
C 1.297 -0.675 -0.469
C 0.666 0.544 0.213
N -0.641 0.490 -0.400
O -3.138 0.124 0.058
S -1.822 -0.528 0.263
H 1.602 -0.437 -1.575
H 0.613 -1.431 -0.427
H 0.441 0.504 1.241
H 2.183 -0.978 0.209
H 1.348 1.336 -0.044
H -1.070 1.288 -0.803
H -1.480 -0.236 1.735
*
```

Record 2
DFT (ωB97M-V/def2-TZVPD) results for a 2-piece molecular cluster, C2H7NOS2 overall.

Values from the calculation:
LUMO	0.3099	eV
electronic energy	-1006.767894	hartree
structure (SMILES)	CNC=O.SS
gap between HOMO and LUMO	9.9	eV

Geometry as ORCA input:
```
! RIJCOSX wB97M-V def2-TZVPD def2/J DEFGRID3
* xyz 0 1
C -0.214 2.373 1.399
N 0.722 1.566 0.644
C 1.813 1.015 1.236
O 1.965 0.945 2.433
H -0.561 1.783 2.244
H -1.051 2.678 0.774
H 0.220 3.304 1.774
H 0.721 1.638 -0.361
H 2.572 0.673 0.515
S -1.567 -1.283 -2.134
S -0.246 -1.607 -0.580
H -2.286 -2.411 -1.953
H -0.869 -0.805 0.299
*
```

Record 3
DFT (ωB97M-V/def2-TZVPD) results for a 2-piece molecular cluster, C2H7NS2 overall in a non-equilibrium geometry.

Values from the calculation:
LUMO	0.2339	eV
electronic energy	-931.492967	hartree
structure (SMILES)	C=CN.SS
gap between HOMO and LUMO	8.4	eV

Geometry as ORCA input:
```
! RIJCOSX wB97M-V def2-TZVPD def2/J DEFGRID3
* xyz 0 1
C 0.923 1.026 -0.278
C 0.145 1.143 -1.339
N -0.611 0.082 -1.822
H 0.931 0.095 0.272
H 1.556 1.809 0.105
H -0.070 2.080 -1.843
H -0.902 -0.624 -1.168
H -1.277 0.251 -2.560
S -1.177 -0.933 1.980
S 0.555 -1.307 3.059
H -1.440 -2.183 1.594
H 1.369 -1.440 2.001
*
```

Record 4
DFT (ωB97M-V/def2-TZVPD) results for a 2-piece molecular cluster, C2H7NS2 overall in a non-equilibrium geometry.

Values from the calculation:
LUMO	0.5002	eV
electronic energy	-931.421551	hartree
structure (SMILES)	C=N.CSS
gap between HOMO and LUMO	8.8	eV

Geometry as ORCA input:
```
! RIJCOSX wB97M-V def2-TZVPD def2/J DEFGRID3
* xyz 0 1
C -2.851 -0.226 -1.013
N -3.068 0.947 -1.603
H -3.536 -0.620 -0.033
H -1.914 -0.701 -0.993
H -2.252 1.179 -1.963
C 2.007 -0.107 -0.919
S 1.471 -0.910 0.659
S 0.244 0.612 1.020
H 2.594 -0.947 -1.358
H 1.293 0.023 -1.662
H 2.592 0.711 -0.524
H 0.317 0.491 2.477
*
```

Record 5
DFT (ωB97M-V/def2-TZVPD) results for a 2-piece molecular cluster, C2H7O2 overall in a non-equilibrium geometry.

Values from the calculation:
LUMO	4.5599	eV
electronic energy	-230.874194	hartree
gap between HOMO and LUMO	7.8	eV

Geometry as ORCA input:
```
! RIJCOSX wB97M-V def2-TZVPD def2/J DEFGRID3
* xyz -1 1
O -2.023 -0.862 -1.144
H -1.508 -1.650 -0.953
C 0.524 -0.100 0.645
O -0.303 0.567 -0.211
C 1.851 0.647 0.767
H 0.742 -1.128 0.265
H 0.051 -0.231 1.643
H -1.385 -0.036 -0.688
H 1.742 1.625 1.233
H 2.065 0.851 -0.294
H 2.687 0.045 1.133
*
```

Record 6
DFT (ωB97M-V/def2-TZVPD) results for a 2-piece molecular cluster, C2H7O2 overall in a non-equilibrium geometry.

Values from the calculation:
LUMO	4.6782	eV
electronic energy	-230.876401	hartree
gap between HOMO and LUMO	7.6	eV

Geometry as ORCA input:
```
! RIJCOSX wB97M-V def2-TZVPD def2/J DEFGRID3
* xyz -1 1
O -1.746 -0.486 -1.507
H -1.346 -0.097 -0.672
C 0.537 -0.218 0.968
O -0.576 0.473 0.628
C 1.821 0.282 0.237
H 0.917 -0.181 2.032
H 0.393 -1.304 0.811
H -1.363 0.016 -2.216
H 1.916 -0.214 -0.739
H 1.747 1.352 0.055
H 2.785 -0.003 0.697
*
```

Record 7
DFT (ωB97M-V/def2-TZVPD) results for one molecule with the formula C2H7O2P in a non-equilibrium geometry.

Values from the calculation:
LUMO	0.9790	eV
electronic energy	-572.213159	hartree
structure (SMILES)	CO[P@@H](C)=O
gap between HOMO and LUMO	11.0	eV

Geometry as ORCA input:
```
! RIJCOSX wB97M-V def2-TZVPD def2/J DEFGRID3
* xyz 0 1
C -2.003 -0.231 -0.128
O -0.737 -0.479 0.375
P 0.414 0.650 0.377
C 2.061 -0.430 -0.252
O 0.169 1.805 -0.406
H -2.289 -1.012 -0.849
H -2.284 0.789 -0.316
H -2.821 -0.382 0.614
H 0.691 0.945 1.792
H 2.214 -1.165 0.407
H 1.820 -0.728 -1.182
H 2.764 0.238 -0.433
*
```

Record 8
DFT (ωB97M-V/def2-TZVPD) results for one molecule with the formula C2H7O2PS in a non-equilibrium geometry.

Values from the calculation:
LUMO	0.5161	eV
electronic energy	-970.346779	hartree
structure (SMILES)	CPS(C)(=O)=O
gap between HOMO and LUMO	10.1	eV

Geometry as ORCA input:
```
! RIJCOSX wB97M-V def2-TZVPD def2/J DEFGRID3
* xyz 0 1
C 0.142 2.117 -0.544
P 0.255 1.072 1.015
S -0.358 -0.578 -0.260
C -0.461 -2.095 0.762
O -1.468 -0.186 -1.048
O 0.917 -1.005 -1.023
H -0.814 2.537 -0.755
H 0.555 1.569 -1.344
H 0.866 3.049 -0.440
H 1.551 0.619 1.012
H 0.587 -2.061 1.276
H -1.340 -2.096 1.400
H -0.432 -2.942 -0.052
*
```

For each record above, in turn, the calculated relative energy (zero: lowest compared OMol25 entry of this formula, charge and spin) values are 227.55, 42.42, 80.38, 267.89, 27.48, 21.69, 103.21, 217.72 kJ/mol.